1.
The following is a quantum chemistry calculation of a molecular structure, C21H42F9MnN6O15S3 in a non-equilibrium geometry, from the Open Molecules 2025 dataset.

The geometry in ORCA input format:
```
! wB97M-V def2-TZVPD RIJCOSX def2/J DEFGRID3
* xyz -1 6
Mn -3.041 -1.036 -0.656
C -2.083 -4.966 1.160
F -2.325 -6.195 0.726
F -1.662 -4.957 2.417
F -1.155 -4.412 0.357
S -3.689 -3.880 1.095
O -3.247 -2.796 0.216
O -4.707 -4.776 0.548
O -4.013 -3.409 2.414
C -0.357 -0.399 5.728
F 0.504 0.408 6.377
F -0.134 -0.328 4.418
F -0.192 -1.642 6.186
S -2.188 0.112 6.121
O -2.905 -0.512 5.037
O -2.403 -0.486 7.438
O -2.201 1.580 6.086
C 1.026 -0.918 1.212
F 1.617 -1.226 0.026
F 0.376 -2.062 1.464
F 1.889 -0.539 2.099
S -0.297 0.404 0.891
O 0.181 1.196 -0.236
O -1.512 -0.361 0.575
O -0.424 1.173 2.108
C -0.865 4.684 2.497
O -0.300 5.762 2.491
N -2.220 4.550 2.583
C -3.138 5.641 2.816
C -2.863 3.244 2.859
H -0.414 3.688 2.341
H -3.894 5.635 2.024
H -2.610 6.595 2.844
H -3.696 5.601 3.755
H -2.032 2.550 2.943
H -3.486 3.309 3.747
H -3.541 2.992 2.036
C 4.600 -4.378 3.616
O 5.676 -4.749 3.178
N 3.449 -4.227 2.966
C 2.232 -3.749 3.605
C 3.423 -4.285 1.505
H 4.503 -4.066 4.670
H 2.207 -2.661 3.501
H 2.209 -3.971 4.670
H 1.322 -4.147 3.165
H 3.784 -3.324 1.134
H 4.114 -5.059 1.171
H 2.459 -4.544 1.075
C -0.480 0.964 -4.626
O -0.951 0.859 -5.747
N 0.830 1.008 -4.339
C 1.251 1.110 -2.932
C 1.780 0.752 -5.413
H -1.091 1.153 -3.729
H 2.245 1.544 -2.925
H 1.066 0.205 -2.357
H 0.575 1.829 -2.470
H 2.806 0.752 -5.063
H 1.492 -0.161 -5.939
H 1.653 1.528 -6.172
C -2.946 2.299 -0.942
O -2.961 1.083 -0.962
N -3.853 3.052 -1.603
C -3.634 4.477 -1.754
C -4.989 2.593 -2.364
H -2.207 2.912 -0.418
H -2.743 4.761 -1.197
H -4.560 5.015 -1.543
H -3.446 4.712 -2.811
H -4.763 2.382 -3.417
H -5.421 1.661 -1.999
H -5.792 3.322 -2.455
C 6.721 1.563 0.663
O 7.772 2.117 0.439
N 6.035 0.761 -0.207
C 4.769 0.146 0.107
C 6.561 0.633 -1.547
H 6.186 1.609 1.633
H 4.115 0.026 -0.754
H 4.287 0.837 0.805
H 4.810 -0.815 0.629
H 5.893 1.002 -2.333
H 7.494 1.159 -1.732
H 6.770 -0.405 -1.823
C -0.945 -1.789 -2.966
O -1.843 -1.452 -2.194
N -1.067 -1.887 -4.281
C -2.006 -1.127 -5.087
C -0.326 -2.897 -5.016
H 0.054 -2.097 -2.631
H -1.647 -1.002 -6.106
H -2.232 -0.120 -4.735
H -2.993 -1.597 -5.139
H 0.276 -2.437 -5.800
H 0.436 -3.386 -4.402
H -0.961 -3.718 -5.344
*
```

Summary:
- Largest force on an atom: 0.0721 hartree/bohr
- Energy: -5526.977335 a.u.
- LUMO (spin up / spin down): 0.984 / 0.636 eV
- ΔE to the lowest compared entry with this formula, charge and spin: 189.8 kJ/mol
- Kohn-Sham gap (spin up / spin down): 0.2366 / 0.2238 Eh
- <S²>: 8.753



2.
The following is a quantum chemistry calculation of C2HO2P in the gas phase in a non-equilibrium geometry, from the Open Molecules 2025 dataset.

The geometry in ORCA input format:
```
! wB97M-V def2-TZVPD RIJCOSX def2/J DEFGRID3
* xyz 0 1
C 0.461 -0.377 0.735
C 1.723 -0.122 0.899
O -0.233 -1.180 1.704
O 2.800 0.192 1.217
P -1.024 -2.491 1.294
H -0.122 -0.066 -0.109
*
```

Summary:
- Largest force on an atom: 0.0437 hartree/bohr
- Energy: -568.507830 a.u.
- LUMO (spin up / spin down): -0.932 / -0.881 eV
- ΔE to the lowest compared entry with this formula, charge and spin: 263.3 kJ/mol
- Kohn-Sham gap (spin up / spin down): 0.2566 / 0.2592 Eh



Question: Look up the energy of the second one.
Answer: -568.507830 a.u.



Please write out number 2 again, unchanged.
The following is a quantum chemistry calculation of C2HO2P in the gas phase in a non-equilibrium geometry, from the Open Molecules 2025 dataset.

The geometry in ORCA input format:
```
! wB97M-V def2-TZVPD RIJCOSX def2/J DEFGRID3
* xyz 0 1
C 0.461 -0.377 0.735
C 1.723 -0.122 0.899
O -0.233 -1.180 1.704
O 2.800 0.192 1.217
P -1.024 -2.491 1.294
H -0.122 -0.066 -0.109
*
```

Summary:
- Largest force on an atom: 0.0437 hartree/bohr
- Energy: -568.507830 a.u.
- LUMO (spin up / spin down): -0.932 / -0.881 eV
- ΔE to the lowest compared entry with this formula, charge and spin: 263.3 kJ/mol
- Kohn-Sham gap (spin up / spin down): 0.2566 / 0.2592 Eh